# 1
Below is a molecular structure, C6H6, with properties calculated with ωB97M-V with the def2-TZVPD basis set.

## Properties
E_HOMO ... -0.3168 Eh
Orbital gap ... 8.181 eV
Net charge ... 0
DFT total energy ... -6310.68991 eV
Molar mass ... 78.114 g/mol
Strongest force on any atom ... 1.0 eV Å⁻¹

Last column: natural (NBO) charge in e.
Element x y z (Å)
C  -1.2358  -0.8134  -0.6523  -0.584
C  -0.4832  -0.0971  0.4740  -0.345
C  0.9567  -0.3611  0.4322  0.232
C  2.1544  -0.1541  0.2579  -0.341
C  -0.3656  1.3795  0.3085  -0.614
C  -0.4560  2.6277  0.1916  -0.087
H  -0.8536  -0.4778  -1.6197  0.228
H  -1.1405  -1.9014  -0.5752  0.208
H  -2.2905  -0.5391  -0.5876  0.237
H  -0.8798  -0.3656  1.4610  0.261
H  3.2115  -0.2908  0.1509  0.299
H  1.3824  0.9932  0.1587  0.506

Cartesian forces (eV/Å) of the 3 atoms listed first:
-0.0923 -0.0282 -0.0699
0.0170 -0.0268 0.0268
0.4959 0.1565 -0.0964



# 2
Below is a molecular structure, C6H6, with properties calculated with ωB97M-V with the def2-TZVPD basis set.

## Properties
E_HOMO ... -0.3625 Eh
Orbital gap ... 9.265 eV
Net charge ... 0
DFT total energy ... -6311.18961 eV
Molar mass ... 78.114 g/mol
Strongest force on any atom ... 4.6 eV Å⁻¹

Last column: natural (NBO) charge in e.
Element x y z (Å)
C  0.0039  -1.0390  -1.1884  -0.591
C  0.4939  0.1531  -0.3126  -0.322
C  -0.5781  0.9984  0.1202  0.043
C  -1.4336  1.5789  0.7475  -0.303
C  0.8722  -0.1183  1.2014  -0.579
C  1.8483  -0.8017  1.7035  0.226
H  -0.6759  -1.6536  -0.5987  0.225
H  -0.5470  -0.6902  -2.0793  0.224
H  0.8284  -1.6688  -1.5432  0.221
H  1.2509  0.7296  -0.8883  0.254
H  -2.2607  2.1722  0.4826  0.239
H  0.1977  0.3393  2.3553  0.364

Cartesian forces (eV/Å) of the 3 atoms listed first:
0.0815 -0.0339 0.3878
-0.1238 0.0055 0.8161
-1.0063 0.7477 -0.6051



# 3
Below is a single C6H6 molecule, with properties calculated with ωB97M-V with the def2-TZVPD basis set.

## Properties
E_HOMO (spin up / spin down) ... -0.2445 / -0.3076 Eh
Orbital gap (spin up / spin down) ... 7.853 / 6.766 eV
Multiplicity ... 3
Net charge ... 0
DFT total energy ... -6309.96761 eV
Molar mass ... 78.114 g/mol
Strongest force on any atom ... 4.2 eV Å⁻¹

Last column: natural (NBO) charge in e.
Element x y z (Å)
C  -0.7072  0.1612  -1.5783  -0.230
C  0.7308  0.0162  -1.1532  -0.027
C  -1.1185  -0.4361  -0.3037  -0.252
C  0.2639  1.2827  -1.0184  -0.227
C  0.0947  -0.4076  0.2390  0.033
C  0.7813  -0.5524  1.5494  -0.649
H  -1.2371  0.0951  -2.4928  0.237
H  -2.0210  -0.7901  -0.0405  0.206
H  0.3718  2.3596  -1.0088  0.235
H  1.7230  -1.2527  1.6272  0.231
H  -0.0317  -0.8547  2.3903  0.221
H  1.1501  0.3791  1.7897  0.221

Cartesian forces (eV/Å) of the 3 atoms listed first:
0.5152 0.5228 0.2220
1.0136 -1.5232 1.2896
1.9495 -0.2055 0.0642



# 4
Below is a molecular structure, C6H62NO29S, with properties calculated with ωB97M-V with the def2-TZVPD basis set.

## Properties
E_HOMO ... -0.1995 Eh
Orbital gap ... 7.210 eV
Net charge ... -1
DFT total energy ... -78924.58983 eV
Molar mass ... 644.607 g/mol
Strongest force on any atom ... 10.5 eV Å⁻¹

Last column: Löwdin charge in e.
Element x y z (Å)
C  -0.5155  5.0694  -1.3212  -0.110
O  -1.1755  3.8734  -0.9932  -0.169
C  -0.3165  2.7894  -1.0462  -0.214
C  -1.0475  1.4814  -0.8452  -0.098
N  -0.1965  0.3054  -0.6702  0.045
H  0.1375  0.1444  -1.6982  0.134
H  0.6125  0.3544  0.0458  0.148
C  -0.7435  -0.9526  -0.0872  -0.105
C  0.0245  -2.1636  -0.4772  -0.219
O  -0.5255  -3.3996  -0.0802  -0.210
C  -0.0185  -3.9616  1.1108  -0.030
H  0.4135  5.2904  -0.7942  0.085
H  -1.0905  5.9564  -1.1402  0.079
H  -0.2295  5.1584  -2.4002  0.094
H  0.4215  2.8814  -0.2492  0.127
H  0.4545  2.6414  -1.9042  0.151
H  -1.5755  1.2784  -1.7602  0.137
H  -1.4475  1.7154  0.0078  0.080
H  -1.7895  -1.1736  -0.8182  0.190
H  -1.2515  -1.0696  0.9328  0.140
H  1.0745  -2.0786  -0.0552  0.140
H  0.0755  -2.1656  -1.5492  0.110
H  1.1355  -3.7696  0.9228  0.141
H  -0.4315  -4.8686  1.2518  0.050
H  -0.3165  -3.3796  1.8228  0.002
S  2.5395  1.2504  1.9258  0.223
O  3.4565  2.3494  1.8358  -0.337
O  1.2695  1.7114  2.4448  -0.361
O  2.2875  0.6014  0.6348  -0.411
O  3.0895  0.2784  2.8688  -0.355
O  0.3745  5.9874  -4.9342  0.023
H  0.1155  6.4664  -5.6752  0.008
H  0.6415  6.4244  -4.2192  -0.087
O  -3.5605  4.7054  -1.8932  -0.155
H  -2.7555  4.5774  -1.2352  0.070
H  -3.3925  5.4694  -2.6062  0.114
O  0.7015  -0.0866  -3.2992  -0.092
H  1.6855  -0.3506  -3.3412  0.065
H  0.1875  -0.8116  -3.7222  0.078
O  2.7555  3.8954  -1.6132  -0.068
H  2.7315  2.9524  -1.6592  -0.041
H  2.9435  4.2234  -2.5392  0.071
O  1.5455  6.3884  2.4648  -0.026
H  1.9255  6.0544  3.1718  -0.064
H  1.9315  5.9544  1.6368  0.086
O  2.2385  -6.1726  -0.8222  -0.056
H  1.5765  -6.4626  -1.5252  0.115
H  2.8185  -5.4326  -0.8882  0.042
O  2.6145  -6.6326  1.7938  -0.050
H  3.0625  -5.9436  2.0618  -0.119
H  2.4645  -6.3656  0.8208  0.012
O  3.8505  -1.4636  -0.1512  0.000
H  3.2745  -0.8006  -0.0232  -0.090
H  4.6645  -0.9886  -0.3152  0.060
O  2.0295  -2.0866  3.3298  -0.078
H  2.5425  -1.3196  2.9778  -0.009
H  1.1575  -1.7416  3.3088  -0.046
O  -1.9415  -6.9566  2.0758  -0.039
H  -1.1265  -7.1266  2.7058  0.118
H  -1.8425  -7.6426  1.5428  -0.062
O  -2.8065  -2.9326  -3.0492  0.044
H  -2.7535  -3.3006  -2.1732  0.023
H  -3.5935  -2.6526  -3.0152  -0.091
O  -2.3945  -5.2216  -0.3752  0.020
H  -1.5845  -4.7046  -0.1802  0.013
H  -3.0685  -5.1596  0.1238  -0.084
O  1.0125  7.8604  -2.6152  -0.001
H  0.3765  8.5584  -2.3072  0.093
H  1.7185  7.7454  -2.0932  -0.025
O  -3.0595  2.6454  -3.8192  0.043
H  -3.1635  3.3114  -3.2032  -0.052
H  -2.4515  2.8934  -4.3772  -0.058
O  2.6665  -2.1696  -2.9312  -0.068
H  3.1305  -1.8206  -2.1352  0.027
H  3.1975  -2.1666  -3.7232  0.037
O  -3.4075  -1.8646  2.1048  -0.121
H  -4.0555  -2.2466  2.8078  0.099
H  -2.8645  -1.7946  2.9418  -0.002
O  4.1235  -4.1006  2.0238  -0.014
H  3.3335  -3.6806  2.0298  -0.057
H  4.9655  -3.6286  2.1248  0.068
O  -1.5925  -2.8436  3.5218  -0.033
H  -1.5185  -3.5666  4.1228  0.064
H  -0.9705  -2.2246  3.9288  0.047
O  -4.1545  2.3644  2.4438  -0.147
H  -3.9595  1.8974  1.6368  -0.049
H  -3.4705  1.8614  3.0138  -0.115
O  2.8785  1.0064  -1.6492  -0.039
H  3.8035  1.2944  -1.7392  0.080
H  2.6495  0.9274  -0.7692  -0.106
O  -4.0805  0.5094  0.2038  -0.059
H  -4.1275  -0.1896  0.8138  -0.031
H  -4.9505  0.4344  -0.3262  0.108
O  -0.3975  -0.1156  3.4198  -0.078
H  0.0715  0.7054  2.9758  0.066
H  -0.4715  0.0224  4.3158  0.013
O  -2.8895  0.8564  3.4578  0.037
H  -3.4885  0.3414  3.9668  0.079
H  -2.1855  0.2834  3.1558  0.030

Cartesian forces (eV/Å) of the 3 atoms listed first:
1.4105 1.0645 -1.3976
-0.0139 0.5277 -0.5002
4.2472 -1.7454 -0.6682



# 5
Below is a molecular structure, C6H6AuBF4N2OSbSe4, with properties calculated with ωB97M-V with the def2-TZVPD basis set.

## Properties
E_HOMO (spin up / spin down) ... -0.1906 / -0.1905 Eh
Orbital gap (spin up / spin down) ... 5.203 / 5.200 eV
Net charge ... -1
DFT total energy ... -294518.21448 eV
Molar mass ... 843.498 g/mol
Strongest force on any atom ... 1.8 eV Å⁻¹

Last column: natural (NBO) charge in e.
Element x y z (Å)
Au  -0.1699  -1.4224  -0.5427  0.703
Se  1.6244  -5.4940  -2.0212  -0.544
Sb  -0.0638  -4.1833  -3.1383  0.933
Se  -0.9406  -3.9412  0.5927  -0.012
Se  0.2992  -1.6933  -2.9146  -0.656
Se  -2.3299  -4.8727  -2.6188  -0.571
F  -1.0714  1.0913  2.3763  -0.573
B  -0.0495  0.1675  2.6763  1.367
F  1.2174  0.6670  2.2756  -0.582
F  -0.0516  -0.1914  4.0299  -0.564
F  -0.3024  -1.0470  1.8905  -0.611
N  2.1649  0.8674  -0.5604  -0.780
C  0.9834  1.5584  -0.6127  0.419
C  0.9768  2.9512  -0.7957  -0.294
C  -0.2216  3.6132  -0.8714  -0.139
C  -1.4149  2.9039  -0.7657  -0.311
C  -1.3331  1.5443  -0.5942  0.099
N  -0.1669  0.8774  -0.5331  -0.559
H  2.9750  1.3982  -0.2952  0.385
H  2.1146  -0.0439  -0.1281  0.408
H  1.9206  3.4787  -0.8653  0.208
H  -0.2360  4.6890  -1.0039  0.209
H  -2.3785  3.3934  -0.8091  0.218
H  -2.2230  0.9381  -0.4833  0.209
O  -0.6019  -3.5748  3.4217  -0.433
C  -0.7212  -3.6750  2.2907  0.471

Cartesian forces (eV/Å) of the 3 atoms listed first:
-0.1105 -0.2384 0.0058
-0.3473 0.3047 -0.7500
-0.2405 0.2689 1.7992



# 6
Below is a gas-phase ion, C6H6Br2O5 (charge -2), with properties calculated with ωB97M-V with the def2-TZVPD basis set.

## Properties
E_HOMO ... 0.0014 Eh
Orbital gap ... 5.107 eV
Net charge ... -2
DFT total energy ... -156640.07243 eV
Molar mass ... 317.917 g/mol
Strongest force on any atom ... 5.7 eV Å⁻¹

Last column: natural (NBO) charge in e.
Element x y z (Å)
C  1.5799  -0.2765  -0.9679  0.783
C  2.2934  -0.6367  1.4943  0.817
C  -1.9767  -0.9701  -1.0221  -0.653
C  -0.8149  -0.2685  -0.3603  0.373
C  -1.5973  1.7933  0.5650  -0.228
C  1.9987  0.4925  0.2468  -0.503
O  0.2322  -0.6022  -1.1704  -0.539
O  3.4531  -0.8205  1.8012  -0.716
O  2.3335  -0.7123  -1.8325  -0.614
O  1.1927  -0.9265  1.9488  -0.749
O  -0.8986  1.0716  -0.2950  -0.558
Br  -3.7820  1.8596  0.2262  -0.524
Br  3.7481  1.3265  -0.0089  -0.053
H  -1.7790  -1.9407  -1.4069  0.202
H  -2.7827  -0.8958  -0.2962  0.226
H  -2.1706  -0.3158  -1.8542  0.208
H  1.3932  1.2691  0.6584  0.261
H  -0.6430  -0.7845  0.7262  0.174
H  -1.7801  1.3374  1.5475  0.092

Cartesian forces (eV/Å) of the 3 atoms listed first:
-0.4624 -0.5803 -1.6419
-0.8128 1.8187 -0.5950
-0.6584 1.9514 0.5983